[1]
Below is C33H59N8OPb as an isolated structure at a distorted geometry, with properties calculated with ωB97M-V/def2-TZVPD.

Geometry (Å):
Pb -2.27527 0.83538 -3.93337
C -0.47826 0.04473 -0.77709
O -1.26972 0.31560 -1.86592
H -0.47736 0.84600 -0.01171
H -0.81961 -0.86762 -0.25310
H 0.58127 -0.11009 -1.03455
C 0.69899 -5.77628 -2.14466
C 0.20383 -4.72022 -3.14417
C -0.68323 -3.67726 -2.49166
C -1.13548 -2.64133 -3.41391
N -1.48174 -1.84412 -4.15832
H 1.54343 -6.35395 -2.51534
H -0.07654 -6.51587 -1.94094
H 0.94499 -5.25067 -1.22081
H -0.34220 -5.25651 -3.92401
H 1.05777 -4.26501 -3.65081
H -0.24823 -3.22015 -1.59978
H -1.58978 -4.15218 -2.09827
C 3.09639 0.64359 -2.95233
C 3.13378 1.49712 -4.20541
C 2.45439 2.85175 -3.98410
C 1.00048 2.78413 -3.95570
N -0.13942 2.70736 -3.88243
H 3.53664 -0.33669 -3.13508
H 2.07735 0.41621 -2.61184
H 3.53350 1.11944 -2.07394
H 2.75981 0.99518 -5.09756
H 4.17206 1.73238 -4.44935
H 2.74593 3.55717 -4.76749
H 2.83757 3.32415 -3.07531
C -2.97191 1.90046 3.66231
C -1.47776 1.81244 3.35814
C -0.64292 3.06085 3.60570
C -0.88893 3.69142 4.90907
N -1.06427 4.19136 5.92493
H -3.51032 1.10321 3.14684
H -3.40018 2.82736 3.27199
H -3.16414 1.82646 4.73003
H -1.30279 1.46470 2.33468
H -1.08429 0.96944 3.93621
H -0.80582 3.80958 2.82999
H 0.40639 2.76471 3.68648
C -5.12974 0.00791 0.77986
C -3.90323 -0.89334 0.73004
C -3.81814 -1.83275 -0.46611
C -3.97489 -1.14181 -1.74155
N -4.10624 -0.60508 -2.74269
H -6.03369 -0.60211 0.84822
H -5.20376 0.65149 -0.09757
H -5.12083 0.62909 1.67492
H -3.87412 -1.53046 1.61852
H -3.01853 -0.25256 0.80094
H -4.61977 -2.57875 -0.45116
H -2.89641 -2.41754 -0.44038
C 2.82776 1.15075 1.48702
C 3.33858 2.31461 2.32297
C 2.83115 3.68307 1.87018
C 3.21677 4.07541 0.52012
N 3.51755 4.40399 -0.53418
H 1.73615 1.05820 1.59743
H 3.12508 0.20294 1.93836
H 3.02887 1.25746 0.42438
H 4.43229 2.32133 2.32094
H 3.07658 2.10415 3.36176
H 3.08690 4.46528 2.58409
H 1.73955 3.58498 1.89044
C -2.14655 -3.15220 4.15036
C -0.82468 -2.41993 3.94078
C -0.64131 -2.07074 2.45502
C -0.57896 -3.24450 1.57280
N -0.49878 -4.11964 0.83381
H -3.01155 -2.54046 3.87697
H -2.27029 -3.35020 5.21704
H -2.25756 -4.10198 3.62750
H -0.02511 -3.02537 4.36458
H -0.84396 -1.46673 4.47071
H 0.30906 -1.54736 2.33218
H -1.49497 -1.49761 2.09398
C -0.32196 4.51853 -0.98770
C -1.59081 4.74594 -0.17593
C -2.43479 3.47803 -0.02148
C -3.04288 3.00143 -1.25526
N -3.52065 2.62660 -2.22784
H -0.48805 4.52984 -2.05929
H 0.11458 3.56227 -0.67350
H 0.46881 5.23306 -0.75162
H -2.17930 5.52691 -0.66257
H -1.30782 5.15007 0.79702
H -3.23524 3.68329 0.69473
H -1.84022 2.66378 0.39939
C 2.60866 -2.35608 -0.26280
C 4.08873 -2.50211 -0.55345
C 4.35531 -3.61056 -1.56216
C 4.12092 -3.21231 -2.95846
N 3.91470 -2.90777 -4.04097
H 2.35994 -1.50248 0.36875
H 2.23252 -3.22096 0.29634
H 2.00852 -2.35163 -1.17727
H 4.61899 -2.70174 0.37957
H 4.48705 -1.54849 -0.90960
H 3.75546 -4.49649 -1.34482
H 5.39990 -3.93292 -1.57084

Computed properties:
Multiplicity: 1
Energy above the lowest of the compared OMol25 structures with the same formula, charge and spin in kJ/mol: 0.0
LUMO in eV: -2.6
Net charge: +1
Kohn-Sham gap in eV: 8.75


[2]
Below is an isolated molecule of C19H31N5O2S at a distorted geometry, with properties calculated with ωB97M-V/def2-TZVPD.

Geometry (Å):
C 2.07239 -0.06044 5.66796
H 2.14922 0.72093 6.37640
H 3.02498 -0.15163 5.00330
H 1.71890 -0.89309 6.09580
C 0.88114 0.70179 4.74935
C -0.34067 0.64155 5.50627
H -0.29343 1.27936 6.38400
H -1.05119 1.10195 4.66968
H -0.55861 -0.18092 5.83568
C 1.39166 1.89263 4.08818
H 0.78919 2.28953 3.50709
H 1.86125 2.69602 4.88971
C 2.46516 1.90690 3.18353
N 2.49347 0.70708 2.06042
C 3.64184 0.49260 1.43324
H 4.43512 0.04124 2.31037
H 3.90231 1.11787 0.87472
C 3.39977 -0.95718 0.69305
N 2.35891 -0.62906 -0.48064
C 1.19751 -0.43866 0.44597
H 0.31273 -0.12737 -0.24294
C 1.51075 0.85851 1.23688
C 1.71269 2.07589 0.11954
H 2.25979 1.59489 -0.62256
H 2.34297 3.12271 0.50339
C 0.31374 2.81501 -0.43698
O -0.42836 2.17900 -1.32686
H -0.64986 1.39523 -1.21883
H -0.34111 2.89579 0.57831
H 0.57281 3.73631 -0.74304
H 0.53090 1.24443 1.65171
H 0.88678 -0.98332 1.16492
C 2.15510 -1.78354 -1.29872
C 1.07870 -1.28990 -2.22002
C 1.26562 -0.48385 -3.31422
C 0.14689 -0.39970 -4.06827
C -0.83268 -0.92344 -3.20465
O -0.08663 -1.96516 -2.11346
S -2.49852 -1.35091 -3.17064
C -2.72740 -0.72955 -1.56307
N -2.18210 -0.17810 -0.78789
N -2.61199 0.12276 0.41713
C -3.95704 -0.10125 0.26918
N -4.22289 -0.74113 -0.90318
C -5.20248 -1.26282 -1.56253
H -5.84672 -0.75706 -2.49257
H -6.20201 -1.49778 -0.80458
H -5.25100 -2.38761 -1.99208
H -4.71094 0.10843 0.78123
H -0.14931 0.23761 -4.69242
H 2.22300 -0.00261 -3.78717
H 3.12146 -1.93981 -1.77701
H 1.69157 -2.61691 -0.96621
H 4.22450 -1.23883 0.07814
H 3.06548 -1.86605 1.26963
H 2.87930 2.55887 2.64719
H 3.48978 1.59054 3.71954
H 1.01392 -0.21431 3.95780

Computed properties:
Multiplicity: 1
Energy above the lowest of the compared OMol25 structures with the same formula, charge and spin in kJ/mol: 2275.0
LUMO in eV: 0.3
Kohn-Sham gap in eV: 7.98


[3]
Below is an isolated molecule of C8H10O at a distorted geometry, with properties calculated with ωB97M-V/def2-TZVPD.

Geometry (Å):
C -1.12835 2.12762 1.45739
C -0.44511 1.12260 2.28201
C -0.85417 2.26237 0.14941
C -0.04825 1.37225 -0.65465
C 0.33539 0.11369 1.75517
C 1.26606 -0.65868 1.28547
C -0.24948 0.12338 -0.96980
C 0.51751 -1.81935 -1.91632
O 0.51379 -0.42241 -1.96973
H -1.81244 2.80573 1.95079
H -0.65843 1.02979 3.27139
H -1.44203 3.02884 -0.41403
H 0.66296 1.98346 -1.25527
H 2.30400 -0.37471 1.29865
H 1.07788 -1.68812 0.93619
H -0.79210 -0.66402 -0.49102
H 0.05824 -2.19591 -0.97767
H 1.51108 -2.14672 -1.95951
H -0.22115 -2.26116 -2.65866

Computed properties:
Multiplicity: 1
Energy above the lowest of the compared OMol25 structures with the same formula, charge and spin in kJ/mol: 455.9
LUMO in eV: 0.8
Kohn-Sham gap in eV: 8.65


[4]
Below is a 13-piece molecular cluster, C34H51Cl24NS overall at a distorted geometry, with properties calculated with ωB97M-V/def2-TZVPD.

Geometry (Å):
C -0.78036 -4.04033 -4.72950
C -1.34879 -3.68855 -3.35183
C -0.55064 -2.62801 -2.57395
C -2.49903 -4.24621 -2.86183
C -3.66576 -3.29958 -2.51886
C -4.80244 -3.93810 -1.68628
C -4.45001 -4.28809 -0.20206
C -3.93117 -5.74909 -0.15394
C -3.53791 -3.24131 0.51727
C -2.09550 -3.69250 0.84194
C -1.13315 -2.47371 0.90419
C -1.53035 -1.15967 1.13147
C -0.54961 -0.15497 1.12101
C 0.79187 -0.40474 0.89523
C 1.14821 -1.75451 0.71564
C 0.22991 -2.78010 0.71342
S 2.90286 -2.05175 0.45593
C 3.28361 -0.64313 -0.59683
C 4.15285 -0.75522 -1.66889
C 4.41081 0.34966 -2.48890
C 3.74552 1.53648 -2.17920
C 2.89032 1.64810 -1.09453
C 2.62775 0.54893 -0.26286
N 1.75041 0.63900 0.84664
H 0.29280 -3.76831 -4.73355
H -0.86391 -5.12123 -4.92231
H -1.25606 -3.41293 -5.49583
H -0.06627 -1.89198 -3.24212
H -1.21528 -2.08781 -1.89028
H 0.25682 -3.17738 -2.06943
H -2.56578 -5.33789 -2.77377
H -3.25817 -2.36820 -2.10072
H -4.10750 -3.02698 -3.49674
H -5.66104 -3.21388 -1.66603
H -5.16190 -4.84772 -2.19922
H -5.40483 -4.29046 0.34504
H -4.62375 -6.35922 -0.75714
H -3.79008 -6.14959 0.86053
H -2.95554 -5.85058 -0.66182
H -4.01717 -3.02745 1.49019
H -3.57774 -2.29036 -0.03311
H -1.65666 -4.36201 0.09194
H -2.09959 -4.10645 1.86188
H -2.57687 -0.92668 1.30290
H -0.86284 0.87972 1.30041
H 0.53312 -3.81353 0.54043
H 4.63916 -1.71314 -1.86969
H 5.06579 0.21786 -3.33390
H 3.92146 2.39653 -2.83131
H 2.35842 2.57851 -0.86335
H 1.32268 1.55599 0.89235
C -2.52668 -0.33679 5.23567
Cl -2.09621 -0.69446 3.55140
Cl -1.22057 0.52223 6.06515
H -3.41599 0.28485 5.24831
H -2.71857 -1.26927 5.75626
C 8.32073 1.92116 -2.89003
Cl 6.75611 1.28044 -2.35319
Cl 9.66788 1.34854 -1.89366
H 8.49200 1.60989 -3.91517
H 8.28506 3.00157 -2.83262
C -7.29911 -1.07733 0.81314
Cl -7.27559 -2.62660 -0.04791
Cl -6.13714 -1.06189 2.14435
H -7.04846 -0.28323 0.11679
H -8.29335 -0.91566 1.21587
C -7.67664 -4.61755 2.85258
Cl -7.66618 -6.15696 1.98908
Cl -6.49503 -4.60065 4.16880
H -7.42920 -3.82891 2.15114
H -8.66666 -4.45478 3.26707
C 6.05456 5.36121 -4.06509
Cl 6.13965 3.90191 -5.06199
Cl 7.26690 5.33572 -2.77449
H 6.23020 6.22686 -4.69542
H 5.06173 5.41539 -3.61484
C 9.62081 6.39388 0.27514
Cl 9.71056 4.92408 -0.69882
Cl 10.82231 6.38773 1.57318
H 9.80287 7.25076 -0.36478
H 8.63165 6.46297 0.71483
C 1.51666 5.75512 -3.49297
Cl 3.01967 5.22524 -4.26639
Cl 0.77999 7.10760 -4.35336
H 0.81928 4.92411 -3.48201
H 1.73865 6.06754 -2.47825
C 1.22714 7.27195 0.78555
Cl 1.71708 5.62632 0.35417
Cl 1.33502 8.36591 -0.59839
H 0.20095 7.25075 1.13566
H 1.88087 7.63546 1.57078
C -11.65738 -7.42649 1.44271
Cl -11.41517 -7.88326 3.13223
Cl -11.06587 -5.79250 1.12104
H -11.11739 -8.12330 0.81077
H -12.71766 -7.46464 1.21805
C 11.88686 9.39911 3.24286
Cl 10.93489 10.24717 4.46770
Cl 11.82237 10.23467 1.68605
H 12.91898 9.34970 3.57275
H 11.48885 8.39728 3.11993
C 2.33017 1.16198 7.41581
Cl 1.63920 2.78150 7.58692
Cl 3.10228 0.62395 8.91180
H 1.53588 0.46792 7.16261
H 3.07286 1.18108 6.62577
C -4.42664 0.24551 -0.88207
Cl -2.71035 0.14880 -1.27618
Cl -4.76364 1.58448 0.22466
H -4.98882 0.39911 -1.79796
H -4.73100 -0.68463 -0.40963

Computed properties:
Multiplicity: 1
LUMO in eV: 0.1
Kohn-Sham gap in eV: 7.53